C6H11N | wB97M-V/def2-TZVPD

Values from the calculation:
Orbital gap   11.1 eV
Molecular weight   97.16 g/mol
Net charge   0
Largest force on an atom   3.88 eV/Å
SMILES   CC(C)[C@@H](C)C#N
Lowest unoccupied orbital energy   0.89 eV
Relative energy (zero: lowest compared OMol25 entry of this formula, charge and spin)   201.7 kJ/mol

Each line ends with the natural charge from an NBO analysis.
Element x y z (Å)
N  -1.281  1.697  -1.875  -0.333
C  -1.512  -0.713  1.101  -0.669
C  -0.605  1.347  -1.002  0.294
C  0.268  0.913  0.108  -0.336
C  0.063  -0.570  0.392  -0.162
C  0.145  -1.488  -0.835  -0.707
C  1.717  1.328  -0.170  -0.590
H  0.740  -0.936  1.164  0.220
H  -0.858  -1.628  -0.413  0.274
H  0.089  -1.059  -1.844  0.228
H  1.785  2.415  -0.276  0.224
H  -2.299  -0.103  0.605  0.223
H  0.759  -2.398  -0.793  0.224
H  -1.972  -1.731  1.172  0.220
H  -1.423  -0.365  2.131  0.210
H  2.098  0.865  -1.086  0.221
H  2.352  1.023  0.667  0.215
H  -0.093  1.415  1.007  0.243